Record 1
C20H40CrN2O21 | ωB97M-V/def2-TZVPD

Results
2S+1: 5
maximum force: 4.78 eV Å⁻¹
relative energy (zero: lowest compared OMol25 entry of this formula, charge and spin): 3.403 eV
expectation value of S²: 6.00
total charge: 0

Last column: Mulliken charge in e.
Atoms and positions in Å:
Cr (0.12882, -0.37745, 0.18057)  0.17
N (0.42209, 2.97280, 0.65255)  0.51
O (1.37241, 3.42581, 1.29966)  -0.73
O (0.26418, 1.75099, 0.62128)  0.56
O (-0.40719, 3.61617, 0.09276)  -0.65
N (0.17532, -3.67600, -0.21670)  0.65
O (-0.93463, -4.06678, -0.28252)  -0.70
O (0.35629, -2.46073, -0.18338)  0.02
O (1.12600, -4.39072, -0.25451)  -0.65
C (2.37043, 2.29104, 4.89690)  -1.77
C (1.65823, 1.37174, 3.92631)  0.55
O (2.25418, 0.11200, 4.00278)  -0.39
C (1.78166, -0.88771, 3.21395)  0.50
O (1.02033, -0.78549, 2.23502)  0.15
O (2.42700, -1.95967, 3.53236)  -0.41
C (2.65910, -3.02568, 2.59024)  -0.02
H (2.09287, 3.33595, 4.75824)  0.40
H (3.42239, 2.33292, 4.61453)  0.38
H (2.24604, 2.05652, 5.95408)  0.39
H (1.58028, 1.79109, 2.92323)  -0.24
H (0.67222, 1.19014, 4.35399)  0.34
H (2.01699, -2.80596, 1.73729)  -0.47
H (2.39522, -4.03621, 2.90216)  0.34
H (3.64520, -2.96583, 2.12968)  0.29
C (4.66185, -3.22642, -1.91142)  -1.55
C (3.57000, -2.33044, -1.24583)  0.62
O (4.18377, -1.15424, -0.69555)  -0.44
C (3.55185, -0.13084, -0.21944)  0.53
O (2.29432, -0.10869, -0.11719)  0.22
O (4.43383, 0.84321, -0.00240)  -0.45
C (4.10837, 2.08755, 0.48782)  -0.19
H (5.12605, -2.79178, -2.79669)  0.36
H (4.27442, -4.17911, -2.27250)  0.41
H (5.41751, -3.51289, -1.17998)  0.34
H (3.05114, -2.84076, -0.43437)  -0.05
H (2.69946, -2.16514, -1.88059)  -0.05
H (4.94118, 2.71242, 0.81040)  0.30
H (3.45471, 2.00114, 1.35578)  -0.07
H (3.68403, 2.73424, -0.28019)  0.23
C (-2.42992, 2.48472, 3.33358)  -1.06
C (-3.31538, 1.70693, 2.35084)  0.35
O (-3.39996, 0.33136, 2.70914)  -0.48
C (-2.52414, -0.56026, 2.28805)  0.49
O (-1.48739, -0.30930, 1.65297)  0.60
O (-2.93384, -1.77158, 2.73343)  -0.44
C (-2.15961, -2.93632, 2.62410)  -0.44
H (-1.36091, 2.27351, 3.30709)  -0.05
H (-2.65933, 2.32711, 4.38744)  0.36
H (-2.49289, 3.57256, 3.36086)  0.47
H (-2.98927, 1.93294, 1.33562)  -0.38
H (-4.26207, 2.24589, 2.31333)  0.48
H (-1.07336, -2.86693, 2.68190)  0.05
H (-2.48063, -3.35187, 1.66893)  0.29
H (-2.50909, -3.56310, 3.44453)  0.27
C (-1.81949, -1.39422, -5.49480)  -1.46
C (-0.95590, -1.34892, -4.26274)  0.42
O (-0.01981, -0.28589, -4.30200)  -0.44
C (0.46093, 0.30002, -3.22359)  0.40
O (0.32973, -0.09338, -2.09424)  0.57
O (1.07580, 1.45194, -3.69482)  -0.44
C (1.38179, 2.40477, -2.75611)  -0.04
H (-2.52970, -2.21525, -5.39681)  0.38
H (-1.24952, -1.52541, -6.41459)  0.37
H (-2.33032, -0.43139, -5.48390)  0.35
H (-0.39955, -2.28467, -4.20846)  0.32
H (-1.64548, -1.31362, -3.41934)  -0.17
H (2.13502, 2.05252, -2.05135)  -0.11
H (0.48612, 2.68993, -2.20424)  -0.05
H (1.82941, 3.30246, -3.18259)  0.36
C (-4.15766, 3.59942, -2.65705)  -1.44
C (-3.22916, 2.52504, -1.94957)  0.59
O (-3.73708, 1.18842, -2.10121)  -0.42
C (-3.16624, 0.20351, -1.52815)  0.31
O (-2.09680, 0.27931, -0.89421)  -0.12
O (-3.82719, -0.88582, -1.88705)  -0.46
C (-3.55901, -2.10634, -1.29994)  -0.49
H (-5.20333, 3.31132, -2.76519)  0.35
H (-3.77516, 3.68594, -3.67406)  0.35
H (-4.16091, 4.55459, -2.13194)  0.38
H (-3.15512, 2.86548, -0.91675)  -0.02
H (-2.20351, 2.61389, -2.30769)  -0.04
H (-2.55857, -2.53309, -1.37133)  0.15
H (-4.32012, -2.82958, -1.59276)  0.31
H (-3.71949, -2.04424, -0.22361)  0.17

***

Record 2
C2H5NO2PS | ωB97M-V/def2-TZVPD

Results
maximum force: 3.47 eV Å⁻¹
relative energy (zero: lowest compared OMol25 entry of this formula, charge and spin): 3.309 eV
SMILES string: [O-]N(CCO)P=S
total charge: -1

Last column: Mulliken charge in e.
Atoms and positions in Å:
O (2.22868, -0.28092, 1.20150)  -0.69
N (1.90821, 0.52071, 0.10356)  0.24
C (0.49312, 0.78993, 0.20934)  -0.84
C (-0.43862, -0.46582, -0.23152)  -0.13
O (-0.22154, -1.47244, 0.75884)  -0.53
P (2.74153, 1.29218, -1.53862)  -0.02
S (1.41793, 2.08777, -2.77599)  -0.48
H (0.23698, 1.59520, -0.45353)  0.36
H (0.15599, 1.10079, 1.26955)  0.32
H (-0.19863, -0.94376, -1.30870)  0.15
H (-1.59548, -0.22498, -0.21520)  0.20
H (0.59562, -1.06664, 1.18461)  0.42

***

Number 1: calculated total energy -3519.87556 a.u., M 696.5 g/mol. Number 2: calculated total energy -1023.93071 a.u., M 138.1 g/mol.